The following is a DFT calculation (wB97M-V/def2-TZVPD) of a structure of composition C28H22F4N6O2Ru.

Cartesian coordinates (Å):
Ru 0.21855 0.71232 0.05549
C 1.08441 2.94454 -2.21438
N 1.40094 2.54672 -0.84801
C 2.75208 1.99127 -0.77658
C 1.17402 3.62393 0.12415
C -0.30185 3.76323 0.51892
N -0.76000 2.53751 1.09587
C -1.95726 2.42748 1.65838
C -2.37004 1.13349 2.09021
F -1.49808 0.10863 1.86123
C -3.58165 0.88684 2.69504
F -3.89246 -0.35430 3.06661
C -4.47782 1.92452 2.92480
C -4.13045 3.19718 2.49871
F -4.99218 4.19334 2.68634
C -2.91276 3.46343 1.89455
F -2.64381 4.72943 1.55901
H 1.79894 3.69247 -2.58033
H 0.08314 3.36847 -2.26276
H 1.13308 2.07042 -2.86837
H 3.51421 2.74053 -1.02549
H 2.83756 1.16552 -1.49013
H 2.95771 1.61731 0.23213
H 1.54014 4.58260 -0.26518
H 1.73395 3.37833 1.03376
H -0.93870 3.99606 -0.34950
H -0.39455 4.60559 1.21648
H -5.41568 1.75504 3.42518
N 4.08553 -9.08405 2.34377
C 3.77547 -7.98421 2.27995
C 3.41356 -6.61718 2.19501
C 2.28123 -6.21888 1.48652
C 1.95625 -4.88088 1.39934
C 2.75220 -3.91919 2.01680
C 3.88314 -4.31952 2.72421
C 4.20887 -5.65646 2.81687
N 2.42027 -2.55364 1.92837
C 3.04922 -1.52372 2.57612
C 2.41788 -0.37882 2.20204
N 1.41685 -0.68981 1.32607
C 1.43786 -1.99775 1.18698
H 1.65412 -6.95770 1.01391
H 1.07745 -4.59129 0.84999
H 4.52111 -3.59746 3.20370
H 5.07791 -5.96211 3.37652
H 3.88039 -1.65714 3.23350
H 2.61126 0.62439 2.53180
H 0.75629 -2.53238 0.55377
O -0.35563 -0.89799 -1.81365
C -1.19106 -0.07188 -2.19837
N -1.40147 1.05436 -1.47486
C -2.25611 1.91327 -2.11882
O -2.54103 3.02653 -1.73842
C -2.68811 1.21931 -3.37391
C -3.53614 1.62133 -4.38118
C -3.76100 0.72188 -5.42323
C -3.13013 -0.51148 -5.45597
C -2.24134 -0.90048 -4.45718
C -2.03397 -0.02276 -3.41352
H -4.00778 2.59071 -4.35750
H -4.43666 0.99106 -6.21942
H -3.33199 -1.19005 -6.27134
H -1.72590 -1.84793 -4.50404

Its net charge is +1. The value obtained for the molar mass is 651.6 g/mol. The expectation value of S² is 0.973. Its multiplicity is 2. The value obtained for the orbital gap (alpha / beta) is 8.1 / 6.5 eV. As for the highest occupied orbital energy (alpha / beta): -0.4227 / -0.4253 hartree.